Computed, not measured: a molecular structure, C30H50AsBrN4O6SSi3Ti in a non-equilibrium geometry, with ωB97M-V/def2-TZVPD.

Structure (XYZ):
```
97
Properties=species:S:1:pos:R:3:lowdin_charge:R:1
Ti -0.3052 -0.0170 -0.0773 0.634
C 0.9025 4.6658 -2.5737 -0.022
C 1.5402 3.4844 -1.8888 -0.226
C 2.8944 3.4125 -1.6219 -0.002
C 3.4194 2.2969 -0.9970 -0.099
C 2.5606 1.2772 -0.6364 -0.683
Br 3.2865 -0.2464 0.1941 0.930
N 1.2416 1.3166 -0.8680 -0.031
C 0.7619 2.4106 -1.4994 -0.075
H 1.6553 5.3215 -3.0102 0.080
H 0.3124 5.2499 -1.8642 0.093
H 0.2268 4.3388 -3.3656 0.087
H 3.5510 4.2267 -1.9145 0.126
H 4.4752 2.2048 -0.7872 0.108
H -0.2980 2.4175 -1.7004 0.107
O -5.5773 2.3429 -3.7204 -0.034
C -5.5190 0.9348 -3.5040 -0.239
N -4.1431 0.5551 -3.4408 0.105
C -3.4645 0.1538 -4.5595 -0.432
O -3.9803 -0.1050 -5.6298 0.080
C -1.9801 0.0639 -4.3522 -0.109
C -1.1216 0.6455 -5.2655 0.012
C 0.2362 0.6759 -4.9803 -0.040
C 0.6647 0.1540 -3.7717 -0.148
N -0.1488 -0.4375 -2.8919 0.055
C -1.4383 -0.5076 -3.2141 -0.091
H -6.4927 2.5895 -3.8860 0.083
H -5.9724 0.3904 -4.3234 0.121
H -6.0018 0.6708 -2.5657 0.125
H -3.5958 0.9027 -2.6672 0.102
H -1.5234 1.0731 -6.1775 0.129
H 0.9458 1.1172 -5.6688 0.106
H 1.7143 0.1974 -3.4918 0.113
H -2.0786 -1.0254 -2.5069 0.129
C -1.7837 -3.0438 1.2459 -0.058
C -0.7344 -3.7675 0.4432 -0.216
C -0.7075 -5.1580 0.4220 -0.059
C 0.2008 -5.8479 -0.3652 -0.089
C 1.0782 -5.1285 -1.1596 -0.061
C 1.0945 -3.7373 -1.1531 -0.223
C 2.0445 -3.0099 -2.0696 -0.047
C 0.2027 -3.0405 -0.3150 -0.277
N 0.2086 -1.6381 -0.2258 -0.098
H -2.3660 -3.7455 1.8444 0.088
H -2.4661 -2.5003 0.5943 0.083
H -1.3500 -2.3000 1.9101 0.018
H -1.4226 -5.7038 1.0301 0.107
H 0.2066 -6.9312 -0.3776 0.098
H 1.7738 -5.6537 -1.8061 0.105
H 2.6671 -3.7232 -2.6120 0.076
H 2.6955 -2.3346 -1.5227 0.013
H 1.4947 -2.4104 -2.7937 0.058
C 1.0942 3.5250 2.3843 -0.194
Si 1.7140 1.9500 3.1709 0.317
C 3.5359 1.8445 2.8079 -0.241
C 1.5860 2.1228 5.0105 -0.207
As 0.4726 0.0878 2.2991 0.896
Si 1.5673 -1.7639 3.3464 0.309
C 0.2806 -2.9466 3.9950 -0.195
C 2.6462 -2.7500 2.1984 -0.239
C 2.6768 -1.2679 4.7598 -0.212
Si -1.3953 0.3573 3.7944 0.357
C -2.8729 -0.7307 3.5189 -0.196
C -0.8098 -0.0377 5.5476 -0.213
C -1.9647 2.1311 3.7929 -0.188
H 1.8904 3.9954 1.7961 0.032
H 0.7718 4.2342 3.1552 0.039
H 0.2439 3.3398 1.7270 0.000
H 4.0514 2.5064 3.5158 0.046
H 3.7552 2.1921 1.7960 -0.004
H 3.9518 0.8419 2.9115 -0.002
H 2.1779 3.0015 5.2900 0.048
H 1.9812 1.2543 5.5428 0.019
H 0.5581 2.2810 5.3373 0.010
H 0.0296 -3.6738 3.2151 0.030
H -0.6419 -2.4527 4.3076 -0.005
H 0.6866 -3.4892 4.8572 0.049
H 2.1684 -2.9416 1.2349 0.003
H 2.8311 -3.7170 2.6829 0.049
H 3.6185 -2.2729 2.0221 -0.002
H 2.1207 -1.0665 5.6805 0.022
H 3.2908 -0.3912 4.5376 0.007
H 3.3498 -2.1130 4.9473 0.044
H -2.6755 -1.7687 3.7931 0.023
H -3.2371 -0.7041 2.4902 0.024
H -3.6556 -0.3372 4.1755 0.047
H 0.2376 -0.3258 5.6069 -0.017
H -1.4047 -0.8612 5.9606 0.040
H -0.9504 0.8336 6.1976 0.037
H -2.3644 2.4326 2.8217 0.015
H -1.1641 2.8237 4.0600 0.014
H -2.7665 2.2183 4.5343 0.048
O -2.0893 -0.0660 0.6311 -0.467
S -2.2370 1.4138 0.2002 0.314
O -3.4313 2.0279 0.6851 -0.249
O -0.9616 2.0016 0.7082 -0.467
O -2.0784 1.3247 -1.2709 -0.358
```

The total energy comes out at -238638.1795 eV. As for the LUMO energy: -0.0164 Eh. Its largest force on an atom is 3.53 eV/A.